# 1
Computed, not measured: C52H42BrN2O6Ti as an isolated structure, with ωB97M-V/def2-TZVPD.

The geometry in XYZ format:
```
104
Properties=species:S:1:pos:R:3:forces:R:3
Br 0.97993 2.58050 0.76913 0.028 0.292 0.537
Ti -0.04633 0.24517 -0.21405 3.094 2.378 -1.317
O 2.48362 -3.07740 -0.27194 -0.020 -0.055 -0.068
O 1.41807 1.59005 -6.10643 0.062 0.074 -0.022
O 1.03233 -1.43882 -0.69325 -0.165 -0.545 0.105
O 0.15575 -0.17972 1.51957 -0.734 -0.843 0.966
O 2.60307 0.39627 -0.39800 0.001 -0.271 -0.061
O -1.43790 1.35625 -0.46836 -0.862 0.173 -0.041
N -1.62882 -1.22747 -0.36747 -0.518 -0.478 0.165
N 0.39015 0.48007 -2.29757 -0.367 -0.461 -0.817
C 0.51727 -0.05662 -4.60367 -0.005 -0.049 -0.354
C -3.53308 -3.22571 -0.66288 -0.195 -0.169 -0.079
C 4.92509 -2.02777 1.20954 -0.027 0.039 -0.027
C -1.16541 4.60426 -2.96041 -0.095 -0.011 -0.051
C -3.01271 3.81949 -4.27777 0.027 0.004 0.026
C -2.77754 0.17753 -2.05858 0.133 -0.063 0.129
C -4.19222 -0.16232 4.02199 0.051 -0.017 -0.041
C 0.20580 -0.38222 -3.31798 0.148 -0.111 0.442
C -5.90799 2.73999 1.18447 0.037 0.008 -0.036
C 2.20357 -1.89969 -0.43551 -0.259 0.098 0.079
C -2.32396 -1.66660 3.83870 -0.095 -0.049 -0.022
C 5.53739 -0.45467 -1.51106 -0.021 -0.024 -0.012
C 0.66545 -1.45183 3.46146 0.147 0.003 -0.158
C 3.81007 -0.05287 2.00829 0.028 0.001 0.024
C -4.75673 3.51611 1.07132 -0.026 -0.027 -0.042
C -2.54980 -3.33108 0.28828 0.238 -0.008 0.251
C -2.35249 2.62449 -2.28487 0.028 0.100 -0.001
C -1.69961 -0.80763 2.93396 0.033 0.064 0.049
C -1.99209 4.73960 -4.06843 0.053 -0.048 0.072
C -2.64721 -1.07620 -1.23604 -0.115 0.000 -0.110
C 1.60409 -0.79988 5.59005 0.046 -0.050 -0.028
C -3.75758 1.86941 -0.39262 0.055 -0.063 0.027
C -5.96525 1.51720 0.53887 0.060 0.020 -0.038
C -1.60519 -2.32078 0.42463 0.029 -0.087 0.090
C 5.77830 -0.74770 -3.88786 -0.024 -0.007 0.023
C -4.89320 1.08429 -0.24027 -0.021 0.041 0.003
C 5.59755 -2.13767 2.41764 -0.009 0.027 -0.020
C 3.69171 -1.26567 -2.80573 -0.026 -0.034 0.017
C 3.30952 -0.82408 -0.34505 0.091 0.122 0.168
C 6.31348 -0.38083 -2.66183 -0.030 -0.004 0.010
C -3.57197 0.69853 3.12964 0.034 -0.047 0.033
C 4.04292 -0.96961 0.98683 -0.026 -0.051 0.022
C -0.55262 -2.47259 1.48449 0.035 0.100 -0.032
C 2.57158 -2.62521 4.37348 -0.075 -0.023 0.003
C 4.49373 -0.16240 3.21617 0.024 0.011 -0.091
C 4.46166 -1.18780 -3.95587 0.016 0.000 0.038
C 0.95544 1.69803 -2.45650 -0.202 -0.148 0.032
C 5.39506 -1.19486 3.42091 0.012 0.024 -0.084
C -0.34537 -1.19615 2.33390 0.086 -0.277 0.143
C -3.69560 3.08299 0.29407 0.047 0.006 0.090
C -1.34144 3.55268 -2.06819 0.058 0.071 0.013
C 1.09694 1.20140 -4.83262 -0.077 -0.252 -0.260
C -2.32669 0.38106 2.59242 -0.011 0.083 0.038
C 1.64193 -2.43820 3.35700 -0.013 -0.042 0.069
C -2.55400 1.48789 -1.28263 -0.478 -0.044 0.057
C 0.67125 -0.62171 4.57936 0.004 0.016 0.006
C -3.19338 2.77140 -3.38622 0.005 0.013 0.005
C 1.34406 2.03344 -3.77823 0.079 0.147 0.259
C -3.59352 -2.07757 -1.41629 -0.038 0.228 -0.176
C 4.22173 -0.90433 -1.56998 0.058 0.099 0.016
C -3.56001 -1.34973 4.37923 0.009 0.024 -0.043
C 2.55070 -1.81406 5.49697 -0.098 0.022 -0.004
H -2.79542 3.68333 0.22140 -0.039 -0.015 -0.020
H 7.33567 -0.02638 -2.59855 -0.018 -0.009 0.001
H -0.17624 -1.37053 -3.06746 -0.055 0.078 0.007
H 4.02533 -1.45971 -4.91001 0.016 -0.001 0.021
H -4.25714 -4.01895 -0.80284 -0.015 0.020 0.021
H -2.04452 0.16103 -2.86164 0.049 -0.011 -0.033
H -3.66930 3.91693 -5.13482 0.015 -0.001 0.018
H -0.67491 3.43476 -1.21791 -0.034 -0.009 -0.111
H 3.27753 -1.95776 6.28763 0.003 0.012 -0.008
H 5.07281 -2.76443 0.42878 0.009 0.033 0.035
H -4.02959 -2.02627 5.08342 0.005 0.001 0.002
H 0.37842 -2.74639 0.99267 0.034 -0.018 0.013
H 3.18068 1.16171 -0.28692 -0.194 0.121 0.000
H 1.82234 2.98886 -3.98244 -0.061 -0.045 0.073
H -0.83921 -3.29199 2.14184 -0.058 -0.059 -0.014
H 5.95741 -0.15645 -0.55765 0.007 -0.010 -0.020
H -4.68904 4.46547 1.58881 0.007 -0.013 -0.003
H 1.70496 -3.06499 2.47641 0.013 0.006 0.008
H 3.32630 -3.39547 4.26882 -0.025 0.029 0.002
H 5.92743 -1.27651 4.36176 -0.018 -0.010 -0.008
H -6.84340 0.89037 0.63704 0.014 -0.008 0.003
H 3.07800 0.73711 1.86874 0.033 -0.018 0.023
H -2.49554 -4.18918 0.94303 0.034 -0.001 0.005
H -4.37803 -1.93029 -2.14691 0.013 0.015 -0.002
H 0.32231 -0.74947 -5.41739 0.058 0.014 0.037
H -0.36077 5.30911 -2.78888 -0.010 -0.010 -0.013
H 6.38033 -0.68427 -4.78678 -0.018 0.002 0.019
H -1.83160 -2.58729 4.13608 0.010 0.037 0.000
H 1.59318 -0.14119 6.45059 0.000 -0.017 -0.009
H -1.83623 1.07249 1.91793 -0.021 -0.021 0.035
H 4.30436 0.56035 4.00054 -0.016 -0.016 -0.013
H -4.05173 1.62507 2.84114 0.026 -0.017 0.020
H -4.95965 0.11383 -0.71362 -0.026 0.029 -0.032
H -0.06007 0.17475 4.65580 0.019 -0.028 -0.010
H 2.66034 -1.59450 -2.86905 0.032 0.030 -0.015
H -1.84022 5.55113 -4.77070 -0.004 -0.006 0.027
H -6.74492 3.08338 1.78106 0.026 -0.005 0.000
H 6.28435 -2.96192 2.57625 -0.015 0.024 -0.007
H 1.18218 0.88432 -6.71670 -0.015 -0.013 0.021
H -5.15822 0.08966 4.44385 0.007 -0.006 -0.017
H -4.00968 2.07627 -3.55418 0.037 0.010 0.015
H -3.75803 0.17538 -2.52736 -0.052 -0.024 -0.045
```
Forces are in eV/Å.

Results
- Highest occupied orbital energy (alpha / beta): -3.6 / -3.6 eV
- Total charge: -1
- Frontier orbital gap (alpha / beta): 5.9 / 5.9 eV

***

# 2
Computed, not measured: C52H43Cl3CrN4O2P3S as an isolated structure, with ωB97M-V/def2-TZVPD.

The geometry in XYZ format:
```
109
Properties=species:S:1:pos:R:3:forces:R:3
Cr -0.33902 -0.55236 -0.26750 -0.180 -0.166 0.160
Cl -2.04012 -4.63862 -3.57399 -0.019 0.029 -0.015
Cl -0.65911 -6.12623 -1.49715 0.042 0.007 0.029
Cl -3.26905 -4.96850 -0.95539 -0.039 0.014 0.007
S 1.54228 -0.22993 -1.67650 0.142 0.057 -0.089
P -0.55016 1.87284 -0.07521 -0.130 -0.157 -0.051
P -1.06721 -1.37076 1.91084 0.285 0.120 0.350
P 1.41475 -0.71772 1.46046 0.164 -0.009 -0.072
O -4.29329 -0.54205 -0.57353 0.016 -0.048 -0.072
O -2.09612 -0.36387 -0.63155 0.041 -0.161 -0.290
N -0.61453 -2.58502 -1.02433 -0.189 -0.017 -0.007
N 0.26986 -0.65288 2.70157 -0.018 -0.181 -0.007
N 1.85532 0.18909 -4.23660 0.058 0.040 0.023
N 0.01976 -1.09562 -3.72773 0.014 0.016 0.023
C -2.38862 0.69042 3.19690 -0.018 -0.039 0.073
C -3.31554 0.12451 -0.37474 -0.016 0.258 0.127
C 1.44231 -1.03830 -7.71805 -0.001 0.033 -0.009
C 4.98828 1.69223 2.96451 -0.008 -0.004 -0.005
C 2.86923 -4.42270 0.45188 -0.001 0.022 0.024
C -1.57996 -3.21826 3.87854 -0.054 0.001 -0.041
C -3.77968 4.20169 0.83498 -0.026 -0.044 -0.011
C 1.46535 1.36653 -7.71679 -0.001 -0.019 -0.013
C -1.14684 2.45472 -4.06297 0.019 0.030 0.041
C -3.51172 1.33183 3.69496 0.001 0.002 -0.012
C -3.38146 1.54099 0.12093 0.106 -0.102 -0.045
C -0.50074 3.65286 -4.34245 -0.003 -0.020 0.011
C 0.55815 2.85490 0.96941 0.000 0.012 -0.004
C -1.54944 -4.46084 4.48864 -0.006 0.003 -0.013
C 2.30275 -3.15697 0.36280 0.027 0.054 -0.043
C 1.85988 3.07963 0.51199 -0.028 0.000 0.025
C 1.08312 -0.40422 -3.33746 -0.145 -0.027 0.048
C 3.33911 -4.88803 1.67016 -0.016 0.019 -0.025
C -0.66480 -4.18108 1.87170 0.100 0.029 0.053
C -0.41859 2.59135 -1.76016 -0.042 -0.043 -0.014
C -1.13421 -3.06687 2.56044 -0.174 0.086 0.021
C -4.88778 -0.51268 2.97901 0.030 0.002 0.007
C 3.26680 -4.08017 2.79991 0.017 -0.009 0.001
C -1.08326 -5.56662 3.78945 -0.005 0.012 0.022
C 3.97463 0.28041 1.30713 -0.015 0.045 0.010
C 1.36952 0.16510 -8.40581 0.000 -0.014 0.033
C 2.72175 -2.81257 2.70831 -0.048 0.008 0.023
C -4.66364 2.03591 0.33386 -0.029 -0.020 0.019
C -2.49721 3.71980 0.62224 0.039 -0.043 0.049
C -4.86792 3.35291 0.70561 0.038 0.031 0.004
C -0.64153 -5.42552 2.48370 -0.009 0.014 -0.006
C 2.21843 -2.34845 1.49190 -0.117 -0.024 0.025
C 2.76700 0.33967 2.00622 0.006 0.027 -0.079
C 5.07811 0.96951 1.77988 -0.045 -0.026 -0.011
C 1.05368 4.15712 2.93795 -0.020 -0.017 -0.019
C 2.32079 4.42870 2.44497 -0.005 -0.010 -0.020
C -2.51434 -0.56441 2.60398 -0.008 0.057 -0.051
C 0.21299 3.79685 -2.04553 -0.022 -0.006 -0.004
C 2.72986 3.87393 1.23968 -0.003 -0.015 0.013
C -1.11912 -3.55002 -1.38098 0.210 0.261 -0.009
C 1.61181 1.37024 -6.33857 -0.032 0.017 0.002
C 0.17435 3.36969 2.20661 0.039 0.013 -0.032
C 0.17480 4.32009 -3.33370 -0.008 -0.009 0.028
C 1.67455 0.16277 -5.65982 -0.013 0.005 -0.013
C -1.10758 1.93097 -2.78132 -0.002 -0.001 -0.002
C -4.75907 0.73243 3.58130 0.024 -0.007 0.007
C -2.27126 2.38154 0.30219 -0.008 0.045 -0.060
C 3.79049 1.74734 3.65927 0.003 0.003 0.001
C -3.76674 -1.16615 2.49273 -0.021 0.037 -0.031
C 2.67086 1.08528 3.17503 0.000 -0.042 0.008
C 1.60829 -1.04566 -6.34056 0.036 -0.017 0.017
C -1.76049 -4.79023 -1.83688 -0.019 -0.068 0.024
H 2.18592 2.65006 -0.42835 0.009 -0.004 0.003
H 2.94743 -5.04123 -0.43235 0.002 -0.009 -0.013
H 1.25114 0.16643 -9.48022 0.001 0.000 -0.012
H 2.69075 -2.18040 3.58979 0.004 -0.010 0.008
H -0.54306 4.07295 -5.33853 0.001 0.006 -0.013
H 2.99554 5.06230 3.00500 0.004 0.005 0.007
H 0.50025 -0.88336 3.66538 -0.019 -0.037 -0.053
H -0.26891 -4.08119 0.87619 0.055 -0.001 -0.047
H -0.25417 -1.10748 -4.69986 0.002 -0.006 0.008
H -1.69745 1.94116 -4.84052 -0.010 -0.013 -0.007
H 1.39367 -1.97495 -8.25556 -0.001 -0.012 -0.007
H 1.72056 -1.98096 -5.80616 -0.006 -0.006 0.002
H 6.01442 0.92236 1.24090 0.014 0.001 -0.003
H 2.57000 0.79834 -3.86362 0.009 -0.057 -0.019
H -1.66271 4.40350 0.70210 0.004 0.010 0.001
H -1.06358 -6.53674 4.26690 -0.003 -0.016 0.001
H 3.64727 -4.43687 3.74716 0.004 -0.004 0.013
H 5.85828 2.20801 3.34773 0.013 0.009 0.004
H -1.41120 1.14901 3.28374 -0.015 -0.013 0.000
H 3.77582 -5.87504 1.74122 0.005 -0.010 0.000
H -3.41537 2.29912 4.17016 -0.003 0.008 0.008
H -0.82095 3.18892 2.59010 -0.014 0.020 -0.011
H 3.72210 2.31160 4.57968 0.000 0.005 0.009
H 0.66149 5.26402 -3.53895 0.009 0.015 0.003
H -5.86055 -0.97652 2.89171 -0.009 -0.006 -0.004
H 4.05710 -0.32352 0.41059 0.012 -0.004 -0.014
H 0.73877 4.57285 3.88568 -0.007 0.004 0.014
H -5.49706 1.36330 0.18643 -0.006 0.002 -0.009
H -3.86871 -2.13857 2.02617 -0.010 -0.007 -0.002
H -1.96557 -2.36481 4.42351 0.007 -0.023 0.024
H 3.72806 4.05938 0.86655 0.008 0.002 -0.006
H -5.87167 3.72218 0.86479 -0.010 0.001 0.007
H 0.72332 4.34953 -1.27020 0.006 0.019 0.011
H -3.92447 5.24326 1.08762 -0.002 0.016 0.003
H 1.42441 2.30409 -8.25360 -0.002 0.012 -0.006
H -0.57833 -1.52502 -3.04220 0.024 0.032 -0.041
H 1.94637 -2.79420 -0.59313 -0.001 -0.020 0.025
H -1.64292 1.01309 -2.56913 0.011 0.019 -0.021
H -5.63502 1.23517 3.96864 -0.011 0.007 0.004
H -1.89741 -4.56900 5.50665 -0.001 0.006 0.015
H 1.73199 1.15209 3.70938 0.002 0.010 0.004
H 1.67505 2.30046 -5.78874 0.001 0.012 0.003
H -0.26928 -6.28385 1.94095 0.006 -0.008 -0.023
```
Forces are in eV/Å.

Results
- Multiplicity: 2
- Highest occupied orbital energy (alpha / beta): -13.4 / -13.3 eV
- Total charge: +2
- Frontier orbital gap (alpha / beta): 7.7 / 8.0 eV

***

Ordered relative energy (zero: lowest compared OMol25 entry of this formula, charge and spin) results: 0.787; 0.000; unit eV.